Below is C52H130CrN9O18 as an isolated structure at a distorted geometry, with properties calculated with the ωB97M-V functional and the def2-TZVPD basis.

XYZ file:
```
210
Properties=species:S:1:pos:R:3:forces:R:3:lowdin_charge:R:1
Cr -2.3936 -1.6472 -1.2638 1.69 -0.15 -0.55 1.01
C 1.2719 -0.0171 -0.3410 -0.54 -0.62 0.91 0.04
C -0.1215 -0.5490 -0.6189 1.68 5.10 -2.86 -0.75
O -0.5147 -1.5509 -0.1359 -1.76 -5.89 3.29 -0.02
O -0.8734 0.0480 -1.4610 -0.96 0.26 -0.13 -0.08
H 1.2690 1.0097 0.0249 -0.02 0.23 -0.79 0.08
H 1.8755 -0.2428 -1.2202 0.21 0.54 0.07 0.08
H 1.6402 -0.5780 0.5179 0.27 -0.28 -0.17 0.07
C 0.5124 -3.3038 7.4131 0.84 -0.29 -0.71 -0.06
C 1.3888 -2.0650 7.1252 -1.11 -0.71 -1.05 -0.42
C 1.3059 -1.6120 5.6316 0.37 -0.32 -0.10 -0.18
O 1.8937 -2.5908 4.7303 -0.87 0.77 -0.66 -0.19
C 1.7111 -2.2060 3.3334 0.25 -0.47 0.79 -0.09
N 0.8697 -1.0412 7.9996 0.44 0.85 0.09 0.03
H -0.5607 -3.1246 7.4795 0.01 0.65 -0.27 0.08
H 0.7765 -3.7195 8.3855 0.26 -0.28 -0.13 0.08
H 0.6631 -4.0142 6.6004 0.07 -0.40 0.34 0.06
H 2.4373 -2.2131 7.3836 0.11 -0.70 -0.34 0.14
H 1.7989 -0.6530 5.4725 0.50 0.16 0.29 0.11
H 0.2800 -1.3776 5.3475 -0.46 -0.47 0.07 0.11
H 1.9832 -3.0315 2.6756 0.21 -0.29 0.43 0.07
H 2.3565 -1.3752 3.0480 0.05 0.28 0.24 0.08
H 0.6780 -1.9762 3.0726 -0.26 0.18 0.36 0.07
H 0.5455 -1.5249 8.8248 -0.19 0.25 0.26 0.06
H 1.7015 -0.5477 8.2908 -0.26 0.75 0.38 0.07
C -4.9181 -3.0753 1.6799 -0.98 0.75 0.65 -0.05
C -3.4353 -2.8442 1.8666 -2.59 -0.97 0.98 -0.44
C -3.0319 -3.7963 2.9595 2.21 1.02 1.30 -0.16
O -1.6000 -3.6204 3.2180 -0.69 -0.81 0.27 -0.21
C -1.1383 -4.5783 4.1982 0.56 0.62 -0.52 -0.07
N -2.7586 -3.1139 0.6670 1.57 1.31 -1.34 0.05
H -5.4087 -2.3441 1.0374 0.18 0.08 -0.18 0.08
H -5.3653 -2.9409 2.6648 -0.37 -0.09 -0.03 0.09
H -5.2116 -4.0647 1.3293 0.37 -0.14 -0.04 0.07
H -3.2883 -1.8261 2.2273 0.31 0.09 -0.22 0.16
H -3.2069 -4.8475 2.7303 -0.37 -0.05 -0.02 0.13
H -3.4916 -3.4335 3.8788 -0.57 -0.62 0.12 0.14
H -1.7465 -4.6117 5.1022 -0.36 0.00 -0.16 0.09
H -0.1385 -4.2879 4.5207 0.01 0.31 -0.19 0.07
H -1.0194 -5.5645 3.7495 -0.43 -0.18 0.02 0.07
H -2.9610 -4.0277 0.2875 -0.07 -0.33 0.27 0.05
H -1.8204 -3.1456 1.0397 1.05 -0.20 -0.95 0.06
C -0.9475 9.4837 -2.8193 1.58 -0.20 1.19 -0.05
O -0.2117 9.6065 -1.5660 -2.54 2.98 -1.59 -0.20
C 0.2285 8.4788 -0.9724 0.82 -0.51 1.42 -0.27
C 0.4433 8.7886 0.5434 0.10 -0.84 -0.16 -0.17
N 0.9141 7.6016 1.3107 0.87 1.65 -0.13 -0.06
C 2.3285 7.2886 1.0059 -1.01 -1.16 0.78 -0.18
C 2.8250 6.0707 1.8334 -0.21 0.38 -0.92 -0.20
O 2.6187 4.8168 1.1644 0.22 -0.36 0.59 -0.21
C 3.0899 3.7444 1.9936 -0.35 0.46 -0.13 -0.10
H -0.1986 9.1714 -3.5472 -0.27 -0.20 -0.47 0.08
H -1.3264 10.4652 -3.1043 -0.01 -0.12 0.28 0.09
H -1.7431 8.7441 -2.7296 -0.09 0.00 -0.02 0.08
H 1.1837 8.2906 -1.4626 0.31 -1.09 0.20 0.12
H -0.4870 7.6595 -1.0430 0.13 -0.29 -0.23 0.10
H -0.4684 9.1866 0.9890 -0.45 -0.42 -0.16 0.10
H 1.0976 9.6528 0.6582 0.57 -0.24 -0.09 0.11
H 0.2958 6.8371 1.0801 0.09 -0.26 -0.32 0.03
H 2.9238 8.1580 1.2848 0.09 -0.02 -0.13 0.12
H 2.4686 7.0390 -0.0459 0.32 0.11 -0.24 0.11
H 2.2744 6.0359 2.7735 0.23 0.20 0.33 0.11
H 3.9036 6.1724 1.9540 0.12 0.09 0.47 0.11
H 4.1122 3.8661 2.3516 0.48 0.17 -0.62 0.09
H 2.9743 2.8141 1.4375 0.08 0.07 0.01 0.08
H 2.5639 3.6715 2.9455 -0.71 0.06 -0.05 0.06
C -2.8988 3.4113 -2.6869 -0.31 -0.93 -0.21 -0.14
O -1.9712 4.2030 -2.0289 -0.28 1.00 1.83 -0.17
C -1.4165 3.5503 -0.8583 1.74 -0.05 -1.07 -0.18
C -0.3196 4.4251 -0.1867 -1.14 -0.24 -2.07 -0.18
N -0.9286 5.6207 0.3676 -0.74 -0.84 1.36 -0.07
C -1.5305 5.2837 1.6724 0.13 1.03 -0.54 -0.18
C -2.4806 6.4188 2.1062 0.23 -1.11 0.11 -0.18
O -3.5192 6.4830 1.1191 -0.33 0.23 0.45 -0.19
C -4.6317 7.3196 1.4466 -0.02 0.35 -0.16 -0.10
H -3.5978 2.8697 -2.0495 -0.01 0.04 0.68 0.08
H -2.3441 2.6333 -3.2115 -0.09 -0.18 -0.53 0.05
H -3.5615 3.9659 -3.3512 0.54 0.38 -0.19 0.10
H -0.9752 2.6557 -1.2978 0.27 -0.49 0.49 0.09
H -2.0764 3.2412 -0.0477 -0.92 0.19 -0.45 0.11
H 0.4086 4.7565 -0.9269 0.15 -0.25 -0.14 0.11
H 0.1964 3.7737 0.5187 -0.01 0.46 0.42 0.11
H -1.7082 5.9232 -0.1988 0.03 -0.01 -0.62 0.10
H -0.6532 5.0908 2.2898 -0.35 0.31 0.80 0.11
H -2.1223 4.3683 1.6690 -0.13 -0.24 -0.15 0.10
H -1.9454 7.3582 2.2446 -0.07 0.23 -0.22 0.12
H -2.8819 6.0923 3.0656 -0.31 0.26 0.25 0.11
H -5.3527 7.3528 0.6299 0.50 -0.18 -0.46 0.08
H -4.3286 8.3474 1.6462 0.25 0.10 -0.02 0.09
H -5.2692 7.0212 2.2789 0.52 -0.60 0.52 0.08
C 1.5063 -1.1321 -5.0230 0.55 -0.95 -0.15 -0.08
O 1.7735 -2.5060 -4.7427 -0.77 -1.41 -0.22 -0.23
C 1.3845 -3.4011 -5.8315 0.97 0.66 0.71 -0.18
C 1.8696 -4.8397 -5.6178 -0.60 0.88 1.07 -0.18
N 0.9818 -5.4849 -4.6148 0.88 -1.21 -0.13 -0.05
C 1.3373 -6.9349 -4.4651 -0.06 0.12 -0.51 -0.16
C 2.6992 -7.1961 -3.7723 -0.76 0.01 -0.11 -0.20
O 2.6536 -6.6421 -2.4893 -1.33 1.80 -0.05 -0.22
C 3.8481 -6.7256 -1.8027 0.46 -1.25 1.49 -0.11
H 1.8017 -0.5966 -4.1207 -0.09 0.25 -0.20 0.08
H 0.4738 -0.9331 -5.3101 -0.07 -0.07 0.22 0.06
H 2.1373 -0.8709 -5.8726 0.03 0.54 -0.03 0.10
H 1.8719 -2.9911 -6.7161 -0.32 -0.01 -0.42 0.12
H 0.2968 -3.4291 -5.8964 -0.15 0.19 -0.37 0.11
H 2.8291 -4.7965 -5.1024 0.67 0.11 -0.93 0.11
H 1.8930 -5.3700 -6.5698 0.05 -0.05 0.12 0.13
H 1.4450 -5.1134 -3.7977 -0.85 0.31 0.90 0.05
H 1.2590 -7.4202 -5.4380 0.69 0.19 -0.38 0.11
H 0.5235 -7.4835 -3.9909 0.08 0.35 0.88 0.11
H 3.5523 -6.7180 -4.2537 0.01 -0.29 -0.70 0.12
H 2.8596 -8.2671 -3.6482 0.18 -0.29 -0.44 0.13
H 3.9396 -7.7976 -1.6277 0.95 -0.21 0.26 0.10
H 3.7709 -6.2639 -0.8184 -0.41 0.07 -0.09 0.08
H 4.7666 -6.3095 -2.2166 -0.20 0.09 -0.84 0.10
C 0.0327 -8.1468 0.2694 -0.66 1.37 -0.43 -0.06
O 1.1559 -7.2909 0.5975 -0.58 -1.49 0.18 -0.19
C 0.8643 -6.2446 1.5140 -0.11 1.37 -0.98 -0.17
C 0.1720 -5.0654 0.7690 -1.25 -0.47 0.11 -0.21
N 0.7497 -4.7402 -0.5051 0.36 0.10 -0.11 -0.03
C 1.9456 -3.9652 -0.2963 1.53 0.76 -1.07 -0.18
C 2.3831 -3.3413 -1.6339 0.46 -0.40 -0.16 -0.20
O 3.7518 -3.0485 -1.6273 0.93 0.12 1.67 -0.18
C 4.2831 -2.4466 -2.7704 0.05 0.04 -0.05 -0.10
H -0.4559 -8.6429 1.1080 0.42 0.08 0.44 0.09
H 0.1823 -8.8937 -0.5103 1.15 0.06 0.25 0.09
H -0.7147 -7.5080 -0.2012 -0.42 0.15 0.10 0.06
H 1.8430 -5.8982 1.8462 -0.06 -0.21 0.39 0.13
H 0.2013 -6.4815 2.3461 0.30 -0.64 0.12 0.10
H 0.0860 -4.1379 1.3352 0.12 -0.25 0.50 0.10
H -0.8436 -5.3619 0.5067 -0.31 -0.25 0.54 0.08
H 1.1793 -5.6166 -0.7648 -0.47 -0.60 -1.05 0.08
H 2.7201 -4.6446 0.0598 0.50 0.32 0.13 0.11
H 1.8569 -3.1492 0.4209 -0.40 -0.11 0.12 0.10
H 1.7841 -2.4441 -1.7897 -0.18 0.18 -0.34 0.10
H 2.2726 -4.0262 -2.4746 -0.77 -0.18 0.06 0.09
H 4.2675 -3.1562 -3.5976 -0.47 0.27 -0.47 0.08
H 5.3378 -2.2015 -2.6454 0.01 -0.13 0.60 0.09
H 3.7701 -1.4998 -2.9394 -0.20 -0.02 -0.66 0.07
C 4.6717 1.7586 -3.1419 0.51 -1.55 -1.60 -0.09
O 3.3345 1.6764 -3.6845 1.22 1.47 1.65 -0.18
C 2.6469 2.7865 -3.1241 -2.21 -0.24 -0.08 -0.24
C 1.1841 2.6112 -3.4708 0.30 -0.47 -0.64 -0.20
N 1.0359 2.5900 -4.9408 0.26 0.65 0.74 -0.03
C -0.3249 2.3300 -5.3328 0.46 -0.47 0.33 -0.22
C -0.4224 1.8971 -6.7887 -0.43 -0.20 0.06 -0.18
O 0.1091 0.5641 -6.9809 -0.57 0.57 -0.10 -0.23
C -0.1201 0.0222 -8.2759 0.37 -0.35 -0.18 -0.10
H 5.0751 0.7607 -3.3140 0.20 -0.08 0.17 0.07
H 4.8078 1.9879 -2.0850 -0.71 0.18 0.06 0.09
H 5.2955 2.4146 -3.7491 -0.13 0.40 0.10 0.09
H 2.8850 3.7854 -3.4895 0.95 -0.11 -0.22 0.13
H 2.6949 2.7627 -2.0354 0.39 0.10 0.19 0.11
H 0.5889 3.3712 -2.9644 -0.07 0.46 -0.49 0.11
H 0.8345 1.6805 -3.0239 -0.15 -0.52 0.06 0.10
H 1.6478 1.8796 -5.3163 0.14 -0.14 0.05 0.10
H -0.9069 3.2118 -5.0648 -0.24 0.22 -0.66 0.12
H -0.7087 1.5688 -4.6537 -0.50 -0.71 -0.10 0.09
H 0.0813 2.6379 -7.4097 0.28 -0.09 -0.17 0.13
H -1.4697 1.8881 -7.0907 -0.23 0.01 -0.07 0.11
H 0.6210 0.3543 -9.0030 -0.02 0.44 -0.04 0.09
H -1.1198 0.1527 -8.6903 -0.22 0.62 0.26 0.08
H -0.0112 -1.0623 -8.2710 0.22 -0.11 0.61 0.08
C 1.0866 5.4041 9.2710 1.20 -0.17 0.99 -0.15
O 0.6360 5.4332 7.9653 -0.39 -0.60 -0.92 -0.20
C -0.7758 5.3206 7.7871 0.30 0.66 -1.25 -0.18
C -1.1571 5.1293 6.2770 0.89 1.12 1.00 -0.21
N -0.8247 3.8476 5.7094 -0.56 0.26 0.15 -0.06
C 0.6045 3.6406 5.4854 -1.06 -1.04 -0.56 -0.16
C 0.6124 2.3697 4.6015 0.75 -0.67 1.81 -0.24
O -0.2630 2.4679 3.5332 -0.05 1.39 -0.87 -0.21
C -0.5227 1.2577 2.9118 -0.54 -0.01 -0.46 -0.10
H 2.1638 5.2416 9.2349 0.11 -0.05 -0.18 0.09
H 0.7111 4.5965 9.8994 -0.50 -0.27 -0.20 0.09
H 0.9923 6.3203 9.8539 -0.56 0.44 -0.23 0.08
H -1.1529 6.2933 8.1028 -0.68 -0.07 0.17 0.12
H -1.1965 4.5024 8.3717 0.01 -0.07 0.15 0.12
H -0.6855 5.8838 5.6474 0.57 0.67 0.35 0.11
H -2.1982 5.4371 6.1796 -0.38 -0.82 0.14 0.11
H -1.2777 3.8127 4.8074 -0.11 -0.24 -0.09 0.09
H 1.0427 3.5434 6.4787 0.41 -0.51 -0.33 0.12
H 1.1480 4.4354 4.9744 -0.18 0.53 -0.19 0.11
H 0.2396 1.5303 5.1885 0.14 -0.14 0.59 0.11
H 1.6180 2.0918 4.2859 0.29 0.12 -0.26 0.11
H 0.3768 0.7719 2.5337 0.23 -0.16 0.04 0.08
H -1.1758 1.4886 2.0702 0.01 -0.09 -0.16 0.09
H -1.0717 0.5878 3.5736 0.08 -0.30 0.22 0.09
C -3.2366 -0.2306 -4.2544 1.29 0.60 0.44 -0.01
O -2.5651 -1.2526 -3.4357 -1.27 0.45 -0.51 -0.27
C -2.0759 -2.3680 -4.1863 0.30 -0.38 0.10 -0.17
C -1.2567 -3.2338 -3.2181 0.16 0.38 -2.19 -0.18
N -2.0549 -3.7251 -2.1026 -1.08 0.27 -0.09 -0.07
C -3.0438 -4.7536 -2.5475 0.61 -0.90 -0.48 -0.13
C -3.8211 -5.4582 -1.4512 0.31 0.57 0.67 -0.19
O -2.9471 -6.0407 -0.4667 -0.12 0.18 -0.42 -0.22
C -3.6827 -6.8287 0.4542 -0.73 -0.64 -0.32 -0.09
H -3.2035 0.7003 -3.6884 -0.48 -0.29 0.45 0.08
H -4.2338 -0.4548 -4.6331 0.06 -0.50 0.40 0.10
H -2.5861 0.0502 -5.0827 0.13 -0.59 -0.29 0.09
H -1.5064 -2.0432 -5.0571 0.62 0.39 0.36 0.12
H -2.8749 -2.9092 -4.6931 -0.54 -0.21 0.51 0.13
H -0.3637 -2.6904 -2.9093 -0.18 0.28 0.55 0.12
H -0.8098 -4.0274 -3.8170 -0.15 -0.51 -0.02 0.11
H -1.3828 -4.2599 -1.5711 0.49 0.00 0.88 0.09
H -2.4686 -5.4975 -3.0989 0.27 -0.38 0.12 0.13
H -3.7357 -4.4456 -3.3314 -0.18 0.76 0.41 0.13
H -4.5014 -6.1986 -1.8721 0.19 -0.23 -0.20 0.13
H -4.4608 -4.7376 -0.9416 -0.27 0.23 0.11 0.11
H -4.3572 -7.4723 -0.1107 -0.18 -0.15 -0.06 0.09
H -4.3173 -6.2515 1.1266 0.10 0.37 0.07 0.08
H -3.0824 -7.5168 1.0494 0.57 0.46 -0.17 0.09
```
Positions in Å, forces in eV/Å.

Properties
**HOMO energy (alpha / beta)**: -9.17 / -9.17 eV
**Orbital gap (alpha / beta)**: 6.562 / 6.333 eV
**Multiplicity**: 5
**⟨S²⟩**: 6.012
**Energy relative to the best compared isomer or geometry (same formula, charge and spin)**: 313.66 kJ/mol
**Net charge**: +1